Entry 1:
Entry from the OMol25 dataset: Cl2HOP in the gas phase in a non-equilibrium geometry (ωB97M-V/def2-TZVPD).

The geometry in XYZ format:
```
5
Properties=species:S:1:pos:R:3:lowdin_charge:R:1
O 0.3287 -0.5967 0.9437 -0.46
P 0.2623 0.0047 -0.6663 0.24
Cl 0.0136 2.2758 -0.4840 -0.05
Cl -1.6448 -0.4310 -0.8764 0.22
H 1.0402 -1.2529 1.0830 0.04
```

Output
**SMILES**: OP(Cl)Cl
**Multiplicity**: 1
**Energy relative to the best compared isomer or geometry (same formula, charge and spin)**: 0.371 eV
**Gap between HOMO and LUMO**: 10.3 eV
**E_HOMO**: -10.37 eV

***

Entry 2:
Entry from the OMol25 dataset: a molecular structure, Cl2Hg2O12S in a non-equilibrium geometry (ωB97M-V/def2-TZVPD).

The geometry in XYZ format:
```
17
Properties=species:S:1:pos:R:3:lowdin_charge:R:1
Hg 3.0687 2.3148 -3.0517 0.34
Hg -3.4030 0.4195 1.1004 0.54
S -1.2831 0.1211 -3.2062 0.32
O -1.8539 0.7718 -4.3686 -0.03
O -2.4312 0.4740 -2.1951 -0.24
O -1.0186 -1.2622 -3.4467 -0.19
O -0.0249 0.9139 -3.0218 -0.25
Cl 1.0897 2.7954 1.4792 0.70
O -0.0356 2.1073 0.9945 -0.24
O 1.2044 1.7562 2.6067 -0.14
O 2.2311 2.7384 0.6371 -0.28
O 0.7804 3.9445 2.2248 -0.21
Cl 0.3153 -3.4249 2.0174 0.70
O 1.7779 -3.4689 2.2022 -0.22
O -0.0366 -3.4064 0.5979 -0.30
O -0.2037 -4.5588 2.8008 -0.26
O -0.1768 -2.2358 2.6290 -0.25
```

Output
**Multiplicity**: 1
**Energy relative to the best compared isomer or geometry (same formula, charge and spin)**: 1.846 eV
**Gap between HOMO and LUMO**: 2.3 eV
**E_HOMO**: -9.74 eV

***

Entry 3:
Entry from the OMol25 dataset: a molecular structure, Cl2Hg2O16S2 in a non-equilibrium geometry (ωB97M-V/def2-TZVPD).

The geometry in XYZ format:
```
22
Properties=species:S:1:pos:R:3:lowdin_charge:R:1
Hg 6.9808 -8.5367 -7.1970 1.13
Hg 3.9298 -3.1127 -4.1258 1.02
S 6.4109 -6.5391 -10.2380 0.25
O 5.4040 -5.6264 -9.4998 -0.33
O 7.7736 -6.1040 -10.1392 -0.29
O 6.5056 -7.8308 -9.4412 -0.44
O 6.0529 -6.8593 -11.5894 -0.31
S 3.6901 -1.3548 -6.7944 0.24
O 3.7860 -2.3832 -7.9443 -0.18
O 5.0654 -1.2255 -6.1683 -0.33
O 3.2579 -0.0649 -7.3290 -0.30
O 2.7353 -1.9810 -5.9219 -0.45
Cl 10.6073 -7.5056 -7.3380 0.57
O 10.6397 -6.6424 -6.1917 -0.34
O 11.1517 -8.7000 -6.8124 -0.39
O 9.3247 -7.6269 -7.7505 -0.45
O 11.1995 -7.3143 -8.6377 -0.33
Cl 5.7452 -5.5542 -6.3126 0.61
O 5.4346 -4.1755 -6.2455 -0.44
O 7.0316 -5.9937 -6.7629 -0.41
O 5.7475 -5.9141 -4.8863 -0.46
O 4.6514 -6.2676 -6.9443 -0.37
```

Output
**Multiplicity**: 1
**Gap between HOMO and LUMO**: 2.6 eV
**E_HOMO**: -3.07 eV
**Charge**: -2

***

Entry 4:
Entry from the OMol25 dataset: 5 unconnected molecules or ions with the total composition Cl2N3O17 in a non-equilibrium geometry (ωB97M-V/def2-TZVPD).

The geometry in XYZ format:
```
22
Properties=species:S:1:pos:R:3:lowdin_charge:R:1
N 20.0946 1.7703 -19.7963 -0.80
O 20.6506 2.4509 -20.5811 -0.08
O 20.4768 1.7284 -18.5962 -0.14
O 19.3734 1.0640 -20.2468 0.00
N 25.3009 -3.3699 -20.5236 -0.73
O 25.3801 -3.3600 -21.7164 -0.12
O 24.2590 -3.1665 -20.0491 0.03
O 26.2748 -3.9235 -20.0441 -0.15
N 24.4132 -2.8888 -17.3043 -0.69
O 25.0383 -1.8192 -17.3466 -0.10
O 25.0222 -3.9139 -17.2280 -0.12
O 23.1631 -2.8900 -17.1717 -0.13
Cl 23.7936 0.1176 -20.3628 0.63
O 24.9309 0.0050 -19.6182 -0.38
O 23.3364 1.4629 -20.3707 -0.43
O 24.3262 0.0134 -21.6940 -0.42
O 22.5402 -0.7871 -19.8733 -0.38
Cl 21.3104 -1.4976 -23.6468 0.57
O 22.4783 -0.8825 -24.1878 -0.39
O 21.6697 -2.0887 -22.3701 -0.34
O 20.4076 -0.4657 -23.2885 -0.39
O 20.6906 -2.3850 -24.6078 -0.47
```

Output
**Multiplicity**: 1
**Energy relative to the best compared isomer or geometry (same formula, charge and spin)**: 14.120 eV
**Gap between HOMO and LUMO**: 4.0 eV
**E_HOMO**: 7.41 eV
**Charge**: -5

***

> Look up the multiplicity of the third one.

1

***

Copy entry 1 word for word.
Entry from the OMol25 dataset: Cl2HOP in the gas phase in a non-equilibrium geometry (ωB97M-V/def2-TZVPD).

The geometry in XYZ format:
```
5
Properties=species:S:1:pos:R:3:lowdin_charge:R:1
O 0.3287 -0.5967 0.9437 -0.46
P 0.2623 0.0047 -0.6663 0.24
Cl 0.0136 2.2758 -0.4840 -0.05
Cl -1.6448 -0.4310 -0.8764 0.22
H 1.0402 -1.2529 1.0830 0.04
```

Output
**SMILES**: OP(Cl)Cl
**Multiplicity**: 1
**Energy relative to the best compared isomer or geometry (same formula, charge and spin)**: 0.371 eV
**Gap between HOMO and LUMO**: 10.3 eV
**E_HOMO**: -10.37 eV